[1]
{
  "formula": "C5H10O",
  "method": "wB97M-V/def2-TZVPD",
  "homo_ev": -8.05,
  "e_tot_ev": -7390.377,
  "relative_energy_ev": 4.388,
  "charge": 0,
  "gap_ha": 0.333,
  "elements": ["C", "H", "O", "H", "H", "H", "H", "H", "C", "H", "H", "C", "C", "H", "H", "C"],
  "xyz": [[2.114599, 0.465347, -0.053767], [0.568794, -1.404267, 0.213763], [-0.402105, -1.670565, 0.918241], [2.066855, 0.600099, 1.032598], [-1.893648, 0.718966, -1.485565], [-0.985152, 1.972917, 0.574380], [2.272091, 1.454651, -0.506158], [-2.544258, -0.569455, -0.366850], [-1.239525, 0.919414, 0.672622], [3.011925, -0.127653, -0.265439], [0.917111, -0.550477, -1.629115], [0.888480, -0.254300, -0.580418], [-1.782977, 0.182676, -0.545541], [-1.641550, 0.635667, 1.638641], [-0.946319, -2.324760, 0.448210], [-0.404315, -0.048253, -0.065603]],
  "forces_ev_per_a": [[0.1, 0.0, 0.1], [-0.3, -0.2, 0.2], [-0.1, -0.2, -0.1], [0.0, 0.0, -0.1], [0.1, -0.1, 0.2], [0.0, -0.2, 0.0], [-0.1, -0.1, 0.1], [0.1, 0.1, 0.0], [0.1, 0.0, 0.2], [-0.1, 0.1, 0.1], [0.0, 0.0, 0.1], [-0.1, 0.3, -0.2], [-0.1, -0.1, -0.2], [0.1, 0.0, -0.2], [0.1, 0.1, 0.2], [0.2, 0.2, -0.3]],
  "nbo_charge": [-0.606, 0.467, -0.904, 0.209, 0.226, 0.227, 0.195, 0.228, -0.446, 0.211, 0.217, -0.575, -0.449, 0.244, 0.465, 0.291]
}

=====

[2]
{
  "formula": "C3H7N2S",
  "method": "wB97M-V/def2-TZVPD",
  "homo_ev": [-14.01, -14.01],
  "e_tot_ev": -17028.502,
  "relative_energy_ev": 5.069,
  "charge": 1,
  "gap_ha": [0.325, 0.325],
  "elements": ["H", "H", "H", "S", "C", "H", "N", "C", "H", "H", "C", "H", "N"],
  "xyz": [[1.277160, 0.546379, 2.158018], [-2.689367, -0.073909, -0.553791], [-0.139579, -2.641363, -0.182994], [-0.730090, -0.617332, 0.703191], [-1.747775, 0.463978, -0.408278], [3.035677, -1.295714, -0.843208], [1.889758, -0.044998, 0.246025], [2.145418, -0.994003, -0.434356], [0.640914, 1.413839, 0.692404], [-1.784355, 1.388544, 0.182604], [1.086113, 0.582060, 1.102293], [-1.208264, 0.690700, -1.313421], [-0.397454, -1.620066, -0.303014]],
  "forces_ev_per_a": [[0.2, -0.2, 0.2], [0.2, 0.3, 0.1], [-0.4, 2.0, 0.6], [-2.2, 2.3, 2.2], [1.1, 0.8, 1.8], [1.8, -1.2, -1.6], [0.2, -1.9, -0.1], [-2.1, 2.6, 2.2], [-0.5, 2.4, -0.5], [-0.9, 0.0, -0.3], [-0.2, -1.3, -0.7], [0.2, -0.4, -0.4], [2.5, -5.4, -3.5]],
  "nbo_charge": [0.268, 0.274, 0.441, 1.060, -0.741, 0.245, -0.250, 0.305, 0.234, 0.228, -0.307, 0.254, -1.009]
}

=====

[3]
{
  "formula": "C5H10BI2NiO",
  "method": "wB97M-V/def2-TZVPD",
  "homo_ev": [-12.86, -12.98],
  "s_squared": 2.02,
  "e_tot_ev": -65304.150,
  "charge": 1,
  "multiplicity": 3,
  "gap_ha": [0.296, 0.232],
  "elements": ["H", "C", "I", "O", "C", "B", "H", "H", "H", "C", "Ni", "H", "H", "H", "H", "H", "I", "C", "C", "H"],
  "xyz": [[-1.921616, -0.803496, -2.295301], [-0.210234, 1.102017, -0.493700], [-0.323721, 1.804814, -3.477359], [2.020272, -0.020903, 2.222557], [0.088624, -1.093866, 1.298971], [-0.604564, 0.494908, 0.893044], [-2.868792, 0.654528, -2.442647], [-0.260904, -1.744586, 0.495081], [2.926614, -0.192017, 2.521235], [-2.161321, 0.137836, -1.794250], [2.061488, 0.678274, -2.584715], [-0.370758, -1.376713, 2.241127], [2.045832, -1.009631, 0.395527], [-2.634288, -0.051877, -0.834271], [1.868533, -2.045946, 1.823874], [-0.124927, 1.115527, 1.820209], [1.574901, 2.233549, -0.502894], [1.586433, -1.071329, 1.392460], [-0.914399, 0.951327, -1.632154], [-1.777173, 0.237582, 0.953205]],
  "forces_ev_per_a": [[0.0, 0.0, 0.1], [-0.2, -0.2, -0.1], [0.5, -0.4, -0.1], [0.3, -0.1, 0.2], [0.5, -0.9, 0.5], [-0.8, 1.0, -0.2], [0.0, 0.0, 0.1], [-0.1, 0.2, -0.1], [-0.3, 0.1, -0.1], [-0.1, 0.1, -0.1], [-0.5, 0.7, 0.1], [-0.2, 0.3, 0.0], [0.0, 0.0, 0.0], [0.1, -0.1, -0.1], [-0.1, 0.0, -0.1], [0.3, -0.4, 0.0], [0.4, -0.3, -0.2], [0.1, 0.3, -0.1], [0.0, 0.0, 0.1], [0.1, -0.3, 0.0]],
  "nbo_charge": [0.246, -0.425, 0.213, -0.708, -0.334, -0.067, 0.247, 0.230, 0.489, -0.692, 0.735, 0.242, 0.149, 0.262, 0.221, 0.105, 0.232, -0.104, -0.076, 0.032]
}

=====

[4]
{
  "formula": "C4H5NO",
  "method": "wB97M-V/def2-TZVPD",
  "homo_ev": -9.03,
  "e_tot_ev": -7764.058,
  "relative_energy_ev": 2.469,
  "smiles": "C=C1C=NOC1",
  "charge": 0,
  "gap_ha": 0.354,
  "elements": ["H", "H", "C", "N", "H", "C", "H", "C", "C", "H", "O"],
  "xyz": [[-0.147435, -1.359737, -1.402062], [0.836348, 1.974473, 0.996861], [-0.263672, 0.111071, 0.206947], [1.858998, 0.789132, -0.312642], [-2.228109, -0.578953, 0.061886], [0.427576, -0.980074, -0.554873], [-2.021157, 0.945701, 1.089352], [-1.564033, 0.171268, 0.482768], [0.834261, 1.064557, 0.407544], [0.688066, -1.814601, 0.111232], [1.645833, -0.378942, -1.014530]],
  "forces_ev_per_a": [[0.2, 0.1, 0.0], [0.0, -0.2, -0.1], [-0.2, -0.1, -0.1], [-0.3, 0.2, 0.4], [0.1, 0.0, 0.2], [-0.1, -0.1, 0.0], [0.2, 0.0, -0.1], [0.1, 0.0, 0.0], [0.1, 0.0, -0.1], [0.0, 0.1, -0.1], [0.0, -0.1, -0.1]],
  "nbo_charge": [0.210, 0.220, -0.084, -0.048, 0.202, -0.131, 0.208, -0.375, -0.046, 0.198, -0.354]
}

=====

[5]
{
  "formula": "C7H9N5S",
  "method": "wB97M-V/def2-TZVPD",
  "homo_ev": -7.71,
  "e_tot_ev": -25685.785,
  "relative_energy_ev": 3.634,
  "smiles": "NC(=S)N/N=C/c1ncccc1N",
  "charge": 0,
  "gap_ha": 0.279,
  "elements": ["H", "H", "H", "N", "N", "H", "H", "H", "S", "C", "C", "H", "H", "C", "N", "N", "C", "C", "C", "C", "N", "H"],
  "xyz": [[4.455175, -1.358890, -0.614895], [-2.796704, -2.131189, 0.444675], [4.263578, 0.959084, -0.446710], [-2.848380, 0.380658, -0.507531], [-1.542291, -0.078032, 0.051080], [2.243744, 3.142482, 0.633596], [0.856441, 2.024663, 1.588710], [-2.660564, 1.189377, -1.267803], [-5.337409, 0.460044, -0.220216], [1.966737, 0.977890, 0.138722], [-0.510864, 0.703860, -0.226840], [-0.660521, 1.586975, -0.913441], [2.381923, -2.812361, -0.211246], [0.903151, 0.116382, -0.084829], [-3.745135, -1.523142, 0.683801], [1.487348, 2.234723, 0.593594], [3.258411, 0.359855, -0.338105], [2.308842, -1.761836, -0.017341], [3.378312, -0.992214, -0.355164], [-3.861461, -0.309189, -0.047746], [1.049656, -1.193275, 0.089985], [-4.589979, -1.975858, 1.027694]],
  "forces_ev_per_a": [[-2.4, 0.2, 0.5], [-3.5, 2.1, 1.1], [-2.4, -0.8, 0.2], [7.3, 1.0, -0.7], [0.6, 2.4, -1.5], [-2.9, -3.7, 0.3], [2.8, 1.3, -3.8], [-2.0, -2.5, 2.5], [-0.5, -0.5, -0.1], [1.9, -0.4, -2.0], [-1.9, -2.6, -0.9], [0.4, -0.6, 1.0], [-0.4, -0.6, 0.9], [-1.2, -0.3, 2.0], [4.2, 0.2, -2.4], [1.6, 2.0, 2.9], [0.1, 4.6, 2.1], [-2.9, 0.8, -0.8], [3.0, -0.1, -0.7], [-3.7, -1.2, 1.5], [1.5, -1.7, -1.4], [0.4, 0.4, -0.6]],
  "nbo_charge": [0.231, 0.424, 0.226, -0.470, -0.220, 0.412, 0.426, 0.438, -0.283, 0.163, 0.015, 0.179, 0.204, 0.087, -0.824, -0.849, -0.218, -0.014, -0.258, 0.282, -0.374, 0.425]
}

=====

[6]
{
  "formula": "C20H37FO6",
  "method": "wB97M-V/def2-TZVPD",
  "homo_ev": -9.73,
  "e_tot_ev": -36341.380,
  "relative_energy_ev": 0.000,
  "smiles": "CCCCOC(=O)CCCCCCCCCCCOC.O=C1OC[C@@H](F)O1",
  "charge": 0,
  "gap_ha": 0.371,
  "elements": ["H", "H", "C", "H", "C", "H", "O", "O", "C", "H", "H", "O", "C", "H", "H", "C", "H", "C", "C", "H", "H", "H", "H", "H", "H", "C", "H", "C", "O", "H", "H", "H", "C", "O", "H", "C", "H", "H", "C", "C", "O", "H", "C", "F", "C", "H", "H", "C", "H", "H", "H", "C", "C", "H", "H", "C", "H", "H", "H", "H", "H", "H", "H", "C"],
  "xyz": [[-2.653488, 2.519532, 0.322086], [-1.994012, -0.369680, 0.834722], [-1.891485, 0.507229, 0.191929], [-2.811464, 1.579698, 1.778412], [0.391301, 2.461618, 0.737138], [-6.529156, -2.633761, -0.365888], [-7.003368, -2.593961, 2.105836], [0.481088, 3.240197, -2.722243], [1.567200, 1.719113, 1.409571], [-5.683289, -3.647126, 3.333632], [-7.206211, -1.035850, -0.272410], [2.264915, 3.609748, -4.063153], [5.957374, -3.591382, 1.720776], [4.744462, -3.017322, -0.462795], [-2.792218, -0.409112, -1.602558], [2.752858, 1.416179, -4.465051], [5.915581, -4.305351, 0.903340], [-2.120279, 1.820826, 0.966359], [-5.086140, -1.134340, -0.795458], [-7.316836, -3.313894, 3.993272], [-4.362379, -1.951895, -0.861183], [6.844041, -1.674144, 1.203854], [2.336503, 1.211951, -5.452629], [-5.062970, -1.983105, 1.664407], [-5.036781, 0.956171, -0.385628], [-4.393265, 0.092152, -0.194199], [-3.107967, 1.316719, -1.383540], [5.854447, -2.116707, 1.183246], [4.842800, 0.256665, 0.189148], [-6.274612, -0.685244, 1.903757], [2.184130, 0.527601, -0.257987], [0.723033, 3.498015, 0.668062], [-6.105637, -1.688107, 1.487192], [4.044004, 0.753432, 2.165329], [2.921890, 2.113289, -0.260791], [3.878149, 0.752011, 1.030906], [5.138630, -3.757867, 2.415712], [3.422394, -1.230898, -0.170729], [4.407283, -0.923855, -0.516731], [3.372304, 2.788154, -4.383391], [1.693202, 1.509615, -3.510160], [-6.109646, -2.000288, 3.852053], [-6.496683, -2.917911, 3.399685], [3.880637, 3.177646, -5.576870], [2.612403, 1.293920, 0.395055], [-1.116166, 3.465756, 1.851839], [6.175912, -2.063744, -0.981949], [-0.868812, 2.425304, 1.625107], [4.399586, -0.681727, -1.582752], [-0.690601, 1.969590, 2.597885], [-4.274474, 0.026822, 0.886967], [-3.016387, 0.361218, -0.862682], [5.350070, -2.132729, -0.278467], [6.890761, -3.685344, 2.274176], [4.138243, 2.893633, -3.612539], [-6.320120, -1.618633, -0.016627], [-5.420507, -0.901470, -1.808165], [5.165915, -1.609467, 1.846118], [0.227887, 2.133012, -0.287655], [-0.947395, 0.468917, -0.349788], [1.234843, 0.907708, 2.054696], [3.447655, 0.621839, -4.201551], [2.046963, 2.451219, 2.061198], [1.383884, 2.828414, -3.367895]],
  "forces_ev_per_a": [[0.3, 0.2, -0.1], [0.4, 0.0, 0.2], [-1.1, 0.1, -0.9], [-0.2, 0.2, 0.0], [0.4, 0.0, 0.9], [-0.1, 0.0, 0.1], [0.5, -0.1, 0.2], [0.1, -0.1, -0.1], [0.2, 0.9, -0.4], [0.0, 0.0, 0.0], [0.0, 0.2, 0.1], [0.1, -0.4, 0.4], [0.3, 1.2, 0.0], [0.1, -0.2, -0.2], [0.0, -0.1, 0.1], [0.1, -0.5, 0.1], [0.1, -0.2, 0.1], [0.4, -1.0, 0.6], [-0.3, 0.1, 0.6], [0.0, -0.1, 0.0], [0.0, 0.0, 0.0], [-0.1, 0.4, 0.2], [0.1, 0.2, -0.1], [0.0, -0.1, 0.2], [-0.1, 0.0, 0.2], [0.1, 0.2, -0.9], [0.3, -0.1, -0.3], [0.0, -2.0, -0.5], [-0.1, -0.4, -0.5], [0.3, -0.1, 0.2], [0.1, 0.1, -0.2], [-0.1, 0.1, -0.3], [-0.2, 0.3, -0.6], [1.0, 0.2, 5.1], [-0.2, 0.1, 0.0], [-1.2, 0.0, -4.0], [-0.1, -0.3, 0.0], [-0.2, 0.2, -0.1], [0.7, -0.4, -0.4], [-0.1, 0.2, -0.4], [0.1, 0.3, 0.0], [0.0, -0.1, 0.3], [-0.3, 0.3, -0.4], [0.0, 0.1, 0.0], [0.1, -0.5, -0.3], [-0.1, 0.0, 0.2], [0.1, -0.3, 0.0], [-0.5, 0.8, -0.8], [-0.4, 0.0, 0.0], [0.2, -0.3, -0.1], [0.0, -0.2, 0.0], [-0.3, 0.3, 0.6], [-0.5, 1.6, 0.8], [0.0, -0.4, 0.0], [0.1, 0.1, -0.1], [0.0, -0.6, -0.3], [0.2, 0.0, -0.1], [0.1, 0.5, -0.1], [-0.2, -0.2, 0.1], [0.2, 0.1, 0.3], [0.0, -0.3, -0.2], [-0.1, 0.0, 0.2], [0.0, -0.2, 0.3], [-0.3, 0.1, 0.1]],
  "nbo_charge": [0.199, 0.193, -0.399, 0.202, -0.409, 0.213, -0.541, -0.549, -0.392, 0.167, 0.200, -0.489, -0.608, 0.202, 0.198, -0.130, 0.197, -0.395, -0.384, 0.192, 0.190, 0.209, 0.206, 0.158, 0.200, -0.411, 0.197, -0.400, -0.558, 0.165, 0.222, 0.204, -0.064, -0.531, 0.226, 0.821, 0.205, 0.173, -0.061, 0.444, -0.486, 0.166, -0.248, -0.323, -0.524, 0.207, 0.204, -0.396, 0.172, 0.198, 0.194, -0.384, -0.414, 0.208, 0.156, -0.417, 0.207, 0.215, 0.211, 0.201, 0.207, 0.207, 0.211, 0.966]
}